Record 1
{
  "formula": "C30H19Cl9N3O3SSn",
  "method": "wB97M-V/def2-TZVPD",
  "lumo_ev": 1.611,
  "e_homo_ha": -0.15685,
  "relative_energy_kcal_mol": 0.0,
  "homo_lumo_gap_ev": 5.879,
  "total_charge": -1,
  "symbols": ["Sn", "Cl", "C", "C", "Cl", "C", "Cl", "C", "O", "C", "O", "C", "Cl", "Cl", "C", "Cl", "H", "H", "Cl", "C", "C", "C", "C", "C", "C", "N", "C", "C", "N", "C", "O", "C", "C", "C", "Cl", "S", "C", "C", "C", "Cl", "C", "H", "H", "H", "H", "H", "H", "H", "H", "H", "H", "H", "H", "H", "N", "C", "C", "C", "C", "C", "C", "C", "H", "H", "H", "H"],
  "positions_angstrom": [[-0.8911, 3.3424, -0.8888], [-3.8962, 9.5616, 0.0850], [-2.7957, 8.2233, 0.1887], [-1.6018, 8.3523, 0.8753], [-1.1727, 9.8576, 1.6246], [-0.7264, 7.2534, 0.9444], [0.7748, 7.3558, 1.8175], [-1.0156, 6.0457, 0.3218], [-0.2100, 5.0086, 0.3543], [-2.2442, 5.9144, -0.3971], [-2.4999, 4.7583, -0.9609], [-3.1140, 7.0005, -0.4313], [-4.6172, 6.7958, -1.2748], [0.6878, 2.4426, 1.7379], [2.0214, 3.6204, 1.6856], [3.3019, 3.1273, 0.5503], [2.4529, 3.6730, 2.6739], [1.5884, 4.5586, 1.3567], [-2.8819, -3.5425, 2.5417], [-1.5962, -3.5898, 1.3812], [-0.4332, -2.8773, 1.6134], [0.5801, -2.9265, 0.6703], [0.4674, -3.6648, -0.5045], [1.5690, -3.7048, -1.5465], [2.4292, -2.4341, -1.5899], [1.5733, -1.2820, -1.7854], [0.6737, -1.0765, -2.8106], [0.0008, 0.0656, -2.4834], [0.4613, 0.5630, -1.2854], [1.4102, -0.2528, -0.9125], [2.3591, -4.8983, -1.5156], [2.8583, -5.3587, -0.2659], [3.9663, -4.5239, 0.3225], [5.1430, -4.2406, -0.2973], [5.6349, -4.7702, -1.8514], [6.1611, -3.2258, 0.6335], [5.0299, -3.1971, 1.9161], [3.9196, -3.9221, 1.6192], [-0.7227, -4.3652, -0.6981], [-0.9693, -5.3093, -2.1380], [-1.7542, -4.3353, 0.2266], [-0.3299, -2.2771, 2.5094], [1.4797, -2.3562, 0.8575], [1.0796, -3.7645, -2.5149], [3.1523, -2.5408, -2.3976], [2.9858, -2.2767, -0.6718], [0.5904, -1.7439, -3.6545], [-0.8023, 0.5539, -3.0197], [1.9916, -0.1583, -0.0024], [3.2233, -6.3636, -0.4705], [2.0521, -5.4405, 0.4669], [5.2501, -2.6425, 2.8169], [3.0724, -4.0283, 2.2872], [-2.6730, -4.8759, 0.0400], [-5.6955, -2.3582, 0.3917], [-4.9952, -1.4458, 0.3334], [-4.1062, -0.3081, 0.2501], [-4.4436, 0.8005, -0.5265], [-3.5574, 1.8661, -0.6248], [-2.3205, 1.8634, 0.0324], [-2.0247, 0.7469, 0.8211], [-2.8944, -0.3247, 0.9388], [-5.3919, 0.8141, -1.0488], [-3.8405, 2.7328, -1.2195], [-1.0810, 0.6899, 1.3544], [-2.6430, -1.1854, 1.5478]],
  "atomic_forces_ev_per_a": [[0.030, 0.460, -0.472], [0.050, -0.088, -0.003], [0.023, -0.112, -0.010], [0.018, -0.098, -0.047], [0.000, -0.097, -0.010], [-0.048, 0.005, -0.019], [-0.051, 0.054, -0.015], [-0.063, 0.143, 0.016], [-0.114, -0.226, 0.125], [-0.050, 0.008, 0.127], [-0.083, 0.055, -0.095], [0.038, 0.038, -0.013], [0.065, 0.036, 0.030], [0.358, -0.014, 0.129], [-0.049, -0.098, -0.091], [-0.145, 0.012, 0.110], [0.054, -0.005, 0.091], [-0.015, 0.016, -0.074], [0.045, -0.134, 0.027], [0.006, -0.079, 0.023], [0.065, 0.036, 0.044], [-0.002, -0.011, 0.021], [0.076, -0.063, -0.003], [0.060, -0.145, 0.149], [-0.196, -0.083, 0.046], [0.319, 0.066, -0.164], [-0.099, 0.045, 0.113], [-0.065, 0.021, 0.207], [0.159, -0.141, -0.252], [-0.242, -0.021, 0.115], [0.015, 0.149, 0.099], [-0.075, 0.191, -0.077], [-0.184, -0.048, 0.121], [0.019, 0.081, -0.043], [0.017, -0.010, -0.029], [0.125, 0.003, 0.004], [-0.003, 0.047, 0.063], [-0.119, 0.009, -0.067], [0.000, 0.034, 0.038], [0.015, 0.002, 0.028], [-0.101, -0.063, -0.042], [-0.003, -0.056, -0.053], [0.009, -0.034, 0.006], [-0.046, -0.057, -0.109], [0.018, 0.022, -0.065], [0.090, 0.009, 0.125], [0.031, 0.050, 0.091], [0.143, -0.040, 0.040], [-0.018, -0.023, -0.154], [0.013, -0.053, -0.063], [-0.054, -0.003, 0.031], [-0.050, -0.048, -0.085], [0.076, 0.005, -0.050], [0.048, 0.045, 0.018], [0.061, 0.060, -0.004], [0.118, 0.195, -0.033], [-0.151, -0.112, -0.030], [0.028, -0.016, 0.013], [-0.090, -0.040, 0.100], [0.020, 0.067, 0.104], [-0.032, 0.005, -0.029], [0.038, -0.023, 0.055], [-0.015, 0.020, -0.012], [0.015, -0.095, 0.027], [-0.051, -0.065, -0.069], [-0.053, 0.208, -0.054]],
  "mulliken_charge": [0.462, -0.229, 0.195, 0.194, -0.229, 0.237, -0.246, 0.333, -0.625, -0.046, -0.775, 0.146, -0.227, -0.044, 0.132, -0.195, 0.363, -0.189, -0.167, 0.198, -1.154, 0.666, -0.508, -0.281, -1.250, 0.371, -0.622, -0.616, 0.269, -0.452, -0.512, -0.970, 0.109, 0.947, -0.197, -0.182, -0.498, -0.609, 0.605, -0.240, -0.689, 0.434, 0.659, 0.728, 0.217, 0.385, 0.408, 0.433, 0.408, 0.491, 0.322, 0.442, 0.417, 0.463, -0.584, -0.046, 0.611, -1.063, -0.199, 0.034, 0.628, -0.772, 0.434, 0.450, -0.003, 0.229]
}

---

Record 2
{
  "formula": "C30H20BF4O20",
  "method": "wB97M-V/def2-TZVPD",
  "lumo_ev": -0.082,
  "e_homo_ha": -0.23538,
  "relative_energy_kcal_mol": 0.0,
  "homo_lumo_gap_ev": 6.323,
  "total_charge": -1,
  "symbols": ["B", "F", "F", "F", "F", "C", "C", "C", "O", "C", "C", "C", "O", "O", "O", "H", "H", "H", "H", "C", "C", "C", "O", "C", "C", "C", "O", "O", "O", "H", "H", "H", "H", "C", "C", "C", "O", "C", "C", "C", "O", "O", "O", "H", "H", "H", "H", "C", "C", "C", "O", "C", "C", "C", "O", "O", "O", "H", "H", "H", "H", "C", "C", "C", "O", "C", "C", "C", "O", "O", "O", "H", "H", "H", "H"],
  "positions_angstrom": [[1.6243, -2.2676, -0.5104], [2.8624, -2.8792, -0.3442], [0.8979, -2.2777, 0.5739], [2.0219, -0.7781, -0.7355], [1.0759, -2.7794, -1.6892], [-4.1346, -1.9141, -1.1701], [-4.9560, -2.8054, -1.9052], [-4.6233, -4.2617, -2.2205], [-5.3260, -5.0758, -2.8847], [-3.3448, -4.6987, -1.6387], [-2.3780, -3.7346, -0.8985], [-2.7476, -2.2485, -0.6863], [-1.9343, -1.5003, -0.1721], [-1.1815, -4.1286, -0.2722], [-6.1470, -2.4318, -2.4177], [-4.4504, -0.8864, -0.9297], [-2.7775, -5.6487, -1.6552], [-0.7816, -3.4251, 0.0108], [-6.5465, -3.1408, -2.8689], [-0.6642, 4.4101, -1.3735], [-1.9300, 3.5966, -1.3794], [-1.8476, 2.1962, -1.0060], [-2.8149, 1.4773, -1.0248], [-0.5125, 1.5956, -0.6703], [0.7072, 2.4878, -0.7110], [0.6388, 3.9251, -1.0352], [1.5667, 4.6967, -1.0054], [1.9025, 1.8696, -0.7237], [-3.0538, 4.1753, -1.7649], [-0.6987, 5.3485, -1.7478], [-0.5801, 0.4855, -0.4145], [1.9452, 0.9649, -0.5140], [-3.8828, 3.7997, -1.6246], [-0.7978, 1.9298, -4.5641], [0.6682, 2.2700, -4.2631], [1.7464, 1.2986, -3.9677], [2.9137, 1.7292, -3.8314], [1.2330, -0.0916, -3.7404], [-0.2759, -0.4981, -3.9515], [-1.3242, 0.5303, -4.4082], [-2.4774, 0.2855, -4.4529], [-0.7376, -1.6812, -3.5745], [1.0953, 3.5770, -4.3261], [-1.4022, 2.6541, -4.8617], [1.7493, -0.8819, -3.1370], [0.0065, -2.0752, -3.3631], [2.0330, 3.5910, -4.0819], [-0.4859, 1.2363, 4.0062], [-0.4662, 0.0153, 3.1333], [-1.3970, -1.0945, 3.4742], [-1.3058, -2.0882, 2.5979], [-2.1889, -0.9878, 4.6320], [-2.2649, 0.2493, 5.4948], [-1.4387, 1.5188, 5.0363], [-1.5890, 2.5741, 5.6280], [-2.9589, 0.4261, 6.5930], [0.4492, -0.1972, 2.1582], [0.0136, 2.0366, 3.8834], [-2.9030, -1.6245, 4.7256], [-3.7381, -0.2466, 6.5028], [0.0603, -0.8552, 1.6616], [6.2417, 0.9142, 2.7150], [4.9953, 1.0710, 3.7001], [3.7321, 0.2987, 3.3757], [2.7674, 0.2292, 4.1314], [3.7601, -0.5050, 2.1455], [4.9860, -0.7142, 1.2665], [6.2010, 0.0422, 1.6438], [7.2761, -0.1259, 0.9984], [5.0207, -1.4578, 0.1284], [4.8966, 2.0214, 4.6838], [6.9685, 1.4515, 2.9069], [2.8521, -1.0220, 1.7450], [4.2095, -1.9713, 0.0342], [3.9472, 2.0221, 4.9313]],
  "atomic_forces_ev_per_a": [[2.714, 2.161, -2.809], [0.461, -0.598, 0.381], [-1.954, -0.609, 1.913], [-0.708, -1.498, 0.036], [-0.519, 0.353, 0.293], [-0.932, -1.170, -0.937], [0.866, 1.364, 0.787], [1.375, -2.489, -0.185], [0.922, 3.071, 1.602], [5.255, 3.302, 3.271], [-1.732, -2.798, -0.904], [-0.527, -0.888, -0.596], [-1.050, -0.587, -0.545], [-7.243, -6.520, -4.892], [1.351, 2.108, 1.569], [0.002, -0.606, -0.478], [-1.412, 0.144, -0.582], [3.866, 7.077, 2.909], [-0.652, -1.905, -0.998], [-5.849, -5.091, 0.257], [5.182, 4.083, -0.068], [2.284, -1.887, 0.984], [-1.663, -0.204, -0.196], [2.332, 3.432, -0.002], [-2.826, -7.133, -0.264], [-0.748, 0.006, 0.188], [1.025, -0.096, 0.065], [-0.073, 4.650, -0.090], [2.239, 2.098, -0.752], [-0.281, 2.940, -0.884], [0.655, 1.794, -0.490], [-0.607, -2.640, 0.413], [-1.735, -2.038, 0.667], [8.444, -2.754, 2.359], [-5.343, 1.267, -1.848], [0.767, -1.542, 1.122], [-2.422, -1.067, -0.413], [-4.834, -1.750, -0.164], [4.989, 2.922, 0.696], [3.416, 1.978, 0.786], [-2.285, -0.951, -0.391], [-4.943, 4.129, -2.397], [-1.373, -1.757, -0.038], [-2.618, 3.121, -1.121], [0.073, 1.120, -0.886], [5.747, -4.362, 2.462], [0.339, -0.337, 0.086], [-3.299, -8.175, -2.467], [1.489, 4.716, 3.117], [1.665, -3.061, -4.664], [-1.137, 3.694, 4.213], [2.247, 7.542, 2.680], [2.019, -2.358, -4.046], [-0.552, -2.128, 1.283], [0.027, -0.577, -0.555], [-2.699, -2.173, -0.930], [-0.708, 3.646, 3.574], [4.344, 5.197, -1.764], [-4.265, -4.447, 1.028], [1.853, 1.497, 0.897], [-1.083, -3.334, -2.295], [-12.710, -2.502, 5.012], [4.105, 0.871, -3.704], [0.048, -2.012, -1.030], [0.773, 1.172, 0.162], [3.426, -1.377, -3.945], [-5.083, 0.327, 1.810], [3.380, -1.814, -2.761], [-2.265, 0.211, 0.837], [1.006, 1.727, 2.494], [0.024, -1.657, -1.508], [7.131, 4.934, 1.686], [0.770, 0.644, 0.976], [-0.802, -0.233, -0.170], [0.321, -0.178, 0.152]],
  "mulliken_charge": [0.389, -0.378, -0.392, -0.297, -0.392, -1.254, 0.629, 0.858, -0.662, -0.704, 0.508, 0.563, -0.199, -0.528, -0.549, 0.333, 0.348, 0.215, 0.326, -0.711, 0.089, 0.576, -0.602, 0.732, 0.533, -0.268, -0.608, -0.443, -0.524, 0.556, 0.060, 0.360, 0.308, -1.123, 0.259, 1.008, -0.684, -0.515, 0.486, 0.417, -0.569, -0.339, -0.607, 0.736, 0.123, 0.312, 0.411, -1.202, 0.449, 1.001, -0.610, -1.165, 0.508, 0.366, -0.608, -0.450, 0.292, 0.772, 0.467, 0.381, 0.005, -1.248, 0.338, 0.528, -0.646, -0.085, 0.359, 0.644, -0.630, -0.500, -0.510, 0.752, 0.114, 0.528, 0.361]
}